ORCA calculation (ωB97M-V/def2-TZVPD) on a gas-phase ion, C5H11N2 (charge +1).

The geometry in XYZ format:
```
18
Properties=species:S:1:pos:R:3:forces:R:3
C 3.138 0.051 -0.095 -2.26 0.47 0.40
C 1.934 0.055 -0.238 1.67 0.69 -1.18
C 0.488 0.085 -0.431 -0.44 -1.95 1.11
N -0.034 -0.976 0.421 0.28 1.07 0.25
C -0.710 -2.109 -0.244 0.84 0.09 1.06
N -0.055 1.378 0.141 -0.72 -0.17 2.16
C -1.551 1.422 0.117 -3.02 0.54 2.15
H 4.106 0.238 0.280 0.72 -0.29 -0.19
H 0.016 -0.021 -1.438 0.97 0.12 0.53
H 0.540 -1.117 1.290 -0.80 -0.31 -1.72
H -0.596 -2.893 0.537 -0.67 0.06 -1.02
H -1.768 -1.825 -0.434 0.66 -0.59 -0.04
H -0.151 -2.405 -1.166 -0.66 0.05 0.65
H 0.128 2.218 -0.340 1.45 1.16 -1.14
H 0.393 1.479 1.108 -1.11 -0.12 -1.40
H -2.019 0.547 0.764 1.22 1.63 -1.86
H -1.947 2.406 0.703 1.25 -2.18 -1.65
H -1.912 1.468 -0.978 0.64 -0.27 1.89
```
Forces are in eV/Å.

Values from the calculation:
frontier orbital gap: 10.0488 eV
charge: +1
energy above the lowest of the compared OMol25 structures with the same formula, charge and spin: 338.1 kJ/mol

=====

ORCA calculation (ωB97M-V/def2-TZVPD) on a gas-phase ion, C5H11N2 (charge +1).

The geometry in XYZ format:
```
18
Properties=species:S:1:pos:R:3:forces:R:3
C -0.653 2.859 0.205 0.25 0.31 0.07
N -0.466 1.619 0.041 -0.73 -0.94 0.61
C 0.842 1.123 0.091 1.29 1.49 -0.82
C 1.355 0.065 -0.535 -0.58 -1.30 0.78
C 0.535 -1.078 -1.108 -0.83 2.13 -1.07
C -0.238 -1.916 -0.115 0.63 -1.11 0.25
N -0.919 -1.115 0.960 -0.04 -0.12 -0.44
H 0.153 3.601 0.221 0.09 -0.22 0.15
H -1.650 3.250 0.359 -0.22 -0.09 -0.34
H 1.560 1.785 0.567 0.12 0.17 0.03
H 2.430 -0.057 -0.498 0.01 -0.05 0.16
H -0.217 -0.595 -1.743 -0.16 0.01 0.00
H 1.103 -1.619 -1.849 0.23 -0.76 0.35
H 0.388 -2.636 0.406 0.27 0.12 0.11
H -0.999 -2.522 -0.599 -0.11 0.17 -0.14
H -0.376 -0.271 1.184 0.00 -0.06 -0.03
H -1.830 -0.802 0.621 0.00 0.16 0.24
H -1.020 -1.692 1.792 -0.22 0.11 0.08
```
Forces are in eV/Å.

Values from the calculation:
frontier orbital gap: 9.8162 eV
charge: +1
energy above the lowest of the compared OMol25 structures with the same formula, charge and spin: 130.4 kJ/mol

=====

ORCA calculation (ωB97M-V/def2-TZVPD) on a molecular structure, C5H11N2.

The geometry in XYZ format:
```
18
Properties=species:S:1:pos:R:3:forces:R:3
C -1.092 0.308 1.006 2.45 2.22 -3.22
C -0.597 -0.937 0.226 0.06 0.23 0.33
C -0.677 -0.668 -1.280 -0.07 1.09 -0.02
C 0.241 0.498 -1.562 0.24 -1.00 -1.70
N 1.535 0.372 -1.485 -1.49 0.65 2.20
C 2.348 0.474 -0.521 1.51 0.03 -0.98
N -0.577 0.570 2.560 -3.01 -1.63 -2.47
H -1.401 -0.132 2.175 1.18 -0.34 4.68
H -2.135 0.478 0.737 -0.35 0.05 0.95
H -1.160 -1.847 0.450 0.32 0.09 0.22
H 0.463 -1.035 0.467 -0.07 -0.66 0.22
H -0.362 -1.498 -1.919 0.08 -0.09 0.26
H -0.151 1.357 -2.105 0.16 0.21 0.15
H 3.393 0.210 -0.682 -0.20 -0.10 -0.08
H 2.124 0.936 0.436 -0.52 -0.11 -0.01
H -0.597 1.191 0.581 -0.05 0.05 -0.74
H -1.682 -0.370 -1.604 0.16 -0.13 0.15
H 0.328 0.094 2.520 -0.39 -0.56 0.09
```
Forces are in eV/Å.

Values from the calculation:
frontier orbital gap: 7.4352 eV
charge: +1
energy above the lowest of the compared OMol25 structures with the same formula, charge and spin: 566.1 kJ/mol